Below is C20H19N9O2 in the gas phase in a non-equilibrium geometry, with properties calculated with ωB97M-V/def2-TZVPD.

The geometry in XYZ format:
```
50
Properties=species:S:1:pos:R:3:forces:R:3
O 0.47198 -0.16823 -2.18894 -0.32 0.43 0.91
O -3.57630 0.98322 2.27260 -0.43 -0.22 -0.37
N -1.55255 -1.53066 -3.28656 -0.24 0.15 0.18
N -2.09747 -4.87395 -4.77901 0.60 -0.38 0.13
N 2.72363 1.34974 -0.41858 -1.38 -0.30 1.08
N 3.74520 1.63831 0.45977 0.21 1.04 -1.25
N 3.14317 1.67523 4.10709 0.04 0.03 0.66
N -2.32343 0.05907 -0.04036 0.82 -0.19 0.23
N 0.25854 0.68905 -0.06569 -0.64 -0.19 -0.78
N -4.22337 -1.03491 -0.74626 -0.41 -1.15 -0.61
N -3.26740 -3.30500 -6.05852 -0.05 0.17 -0.33
C -1.64954 -3.88294 -4.00812 -0.53 0.16 -0.35
C 5.81399 2.56873 4.32596 -0.74 -0.04 -0.98
C -3.57407 -1.43022 -1.83682 0.14 0.15 0.15
C -2.63148 0.47637 3.23539 -1.32 -0.97 -0.73
C -2.00135 -2.54787 -4.17736 -0.23 -0.55 0.09
C 1.58962 0.94719 0.29239 0.79 0.99 0.70
C 3.27196 1.54586 1.66933 -3.00 -1.00 0.97
C -2.83344 -2.31782 -5.25961 -0.31 -1.01 0.33
C -0.22266 0.10282 -1.19662 1.56 -0.27 -0.73
C -2.25255 -1.10363 -2.14233 1.65 0.34 -0.09
C 5.03698 2.38348 5.45186 -1.42 -0.63 0.67
C -3.56309 -0.35540 0.16688 0.69 1.13 -0.60
C 3.69390 1.90386 5.32055 1.97 1.08 -2.31
C -4.31591 0.06877 1.41279 1.52 0.69 1.21
C 2.73236 1.85619 -1.78614 0.68 -0.48 -0.27
C 3.87004 1.89502 2.99624 1.69 -0.10 0.17
C -2.87015 -4.56076 -5.80826 0.03 1.12 0.27
C 5.20000 2.35143 3.07455 0.34 -0.45 0.13
C -1.64073 -0.29907 -1.14542 -1.61 -0.24 0.44
C 1.89909 1.07446 1.60880 1.09 0.23 1.05
H 3.56202 2.56234 -1.87154 -0.06 -0.27 0.03
H 5.78812 2.40746 2.15070 -0.33 0.19 0.37
H -4.06963 -2.07030 -2.53030 -0.73 -0.30 -0.33
H 1.81784 2.38158 -2.08686 0.04 -0.25 0.53
H 2.86827 0.99781 -2.44818 0.03 0.35 -0.20
H -3.21085 -1.32347 -5.36737 -0.28 0.51 -0.63
H -4.59345 -0.82096 1.97380 -0.13 -0.21 0.10
H -0.56174 -1.26384 -3.36738 -0.78 0.07 0.53
H -2.53496 1.18611 4.06266 -0.19 -0.06 -0.31
H -1.67040 0.31680 2.76332 0.35 -0.06 -0.05
H -5.22008 0.60067 1.13695 -0.08 0.03 -0.11
H 3.10875 1.78698 6.20158 -0.60 -0.31 0.35
H -3.19305 -5.37448 -6.48557 0.11 0.67 0.51
H -1.00223 -4.12303 -3.19796 0.44 -0.44 0.59
H 1.26414 0.89807 2.47490 0.19 -0.01 -0.39
H 6.85835 2.87465 4.37636 -0.29 -0.04 0.05
H -0.44672 0.75167 0.68850 0.66 0.10 -0.62
H -3.01308 -0.50345 3.60654 0.39 0.56 0.05
H 5.39374 2.55706 6.47025 0.12 -0.03 -0.42
```
Positions in Å, forces in eV/Å.

Values from the calculation:
* SMILES: COCc1ncc(Nc2cncnc2)c(C(=O)Nc2cc(-c3ccccn3)nn2C)n1
* relative energy (zero: lowest compared OMol25 entry of this formula, charge and spin): 0.0000 eV
* orbital gap: 8.1 eV
* 2S+1: 1